No. 1
{"formula": "C5H9N", "method": "ωB97M-V with the def2-TZVPD basis set", "elements": ["C", "C", "C", "C", "C", "H", "H", "H", "H", "H", "H", "H", "H", "H", "N"], "xyz": [[-1.0615, 0.6028, -0.1127], [-0.7588, -0.9558, -0.2063], [0.9977, -0.0957, -1.0002], [0.3889, 0.9739, -0.0317], [0.5999, -0.1326, 1.0766], [-1.4093, 1.0059, 0.8840], [-1.6992, 0.8404, -1.0104], [-1.0861, -1.5145, -1.0068], [-1.3914, -1.3968, 0.5608], [2.0792, 0.4865, -0.7316], [0.6083, -0.0893, -1.9068], [0.6408, 1.9149, 0.3238], [1.5170, -0.2332, 1.2401], [-0.0437, -0.3014, 1.8454], [0.6181, -1.1051, 0.0758]], "forces_ev_per_angstrom": [[-1.2, 0.3, -0.7], [-3.9, -0.5, 2.1], [6.3, 4.2, 7.7], [-2.7, -3.0, 1.1], [-0.8, 3.0, -2.7], [-1.1, -0.9, -1.3], [0.7, 0.6, 1.0], [-0.6, -0.5, -2.7], [0.2, -0.4, 0.6], [-1.5, -2.9, -2.0], [-1.2, -0.5, -4.3], [0.9, 2.1, -0.5], [8.1, 0.7, 3.5], [-1.7, -0.2, 2.3], [-1.3, -2.0, -4.1]], "nbo_charge": [-0.44, -0.27, -0.23, -0.23, -0.23, 0.20, 0.21, 0.20, 0.19, 0.20, 0.19, 0.22, 0.19, 0.19, -0.37], "charge": 0, "de_lowest_kcal_mol": 132.0, "spin_multiplicity": 1, "e_lumo_ev": 1.090}

No. 2
{"formula": "C5H9N", "method": "ωB97M-V with the def2-TZVPD basis set", "elements": ["C", "C", "C", "C", "C", "N", "H", "H", "H", "H", "H", "H", "H", "H", "H"], "xyz": [[1.3448, 0.6251, -1.2188], [-0.0204, 0.8455, -0.5233], [-0.3281, -0.0242, 0.8298], [-1.6287, -0.8526, 0.7443], [0.8542, -0.8535, 1.0259], [1.8984, -1.3380, 0.9022], [1.9822, 1.5155, -1.2373], [1.9138, -0.1317, -0.6658], [1.2543, 0.2385, -2.2391], [-0.1312, 1.8987, -0.2449], [-0.8328, 0.6013, -1.2158], [-0.4039, 0.6434, 1.7021], [-2.4571, -0.1909, 0.4739], [-1.5446, -1.6307, -0.0203], [-1.9010, -1.3465, 1.6869]], "forces_ev_per_angstrom": [[0.1, -0.2, 0.2], [-0.2, -0.3, 0.5], [0.1, 0.3, -0.5], [0.0, 0.1, -0.1], [1.0, -0.4, -0.1], [-1.0, -0.2, 0.9], [-0.4, 0.0, 0.0], [0.0, 0.4, -0.5], [-0.2, 0.2, 0.1], [-0.1, -0.2, 0.0], [0.1, 0.1, 0.1], [0.1, -0.1, -0.4], [0.1, -0.1, 0.0], [0.0, 0.2, 0.0], [0.3, 0.2, -0.2]], "nbo_charge": [-0.65, -0.38, -0.32, -0.59, 0.31, -0.35, 0.21, 0.24, 0.21, 0.21, 0.21, 0.24, 0.22, 0.22, 0.22], "smiles": "CC[C@@H](C)C#N", "charge": 0, "de_lowest_kcal_mol": 16.9, "spin_multiplicity": 1, "e_lumo_ev": 0.933}

No. 3
{"formula": "C5H9N", "method": "ωB97M-V with the def2-TZVPD basis set", "elements": ["C", "C", "C", "C", "C", "N", "H", "H", "H", "H", "H", "H", "H", "H", "H"], "xyz": [[1.7276, 1.3657, -0.6635], [0.5400, 0.4142, -0.7700], [-0.3299, 0.4105, 0.4906], [-1.5372, -0.4846, 0.3484], [-1.5996, -1.6803, 0.8816], [-1.6734, -2.7573, 1.4734], [2.3772, 1.0928, 0.1766], [2.3350, 1.3519, -1.5745], [1.3912, 2.3965, -0.5019], [0.8921, -0.6092, -0.9528], [-0.0801, 0.6838, -1.6352], [0.2712, 0.0888, 1.3499], [-0.6631, 1.4334, 0.7112], [-1.2883, -3.5417, 0.9472], [-2.3626, -0.1645, -0.2812]], "forces_ev_per_angstrom": [[0.0, 0.1, 0.0], [0.0, 0.0, -0.1], [0.1, 0.0, 0.1], [-0.1, -0.2, 0.1], [0.0, -0.2, 0.1], [0.0, 0.5, -0.3], [-0.1, 0.0, -0.1], [-0.1, 0.0, 0.1], [0.0, -0.1, 0.0], [0.0, 0.1, 0.0], [0.1, 0.0, 0.1], [-0.1, 0.0, -0.1], [0.0, -0.1, 0.0], [0.0, 0.0, 0.0], [0.1, -0.1, 0.1]], "nbo_charge": [-0.61, -0.39, -0.40, -0.42, 0.42, -0.64, 0.20, 0.21, 0.20, 0.20, 0.20, 0.21, 0.21, 0.37, 0.24], "smiles": "CCCC=C=N", "charge": 0, "de_lowest_kcal_mol": 27.1, "spin_multiplicity": 1, "e_lumo_ev": 1.005}

No. 4
{"formula": "C5H9N", "method": "ωB97M-V with the def2-TZVPD basis set", "elements": ["C", "C", "C", "N", "C", "C", "H", "H", "H", "H", "H", "H", "H", "H", "H"], "xyz": [[1.3018, -1.1314, -0.1870], [-0.3728, -1.1442, -2.0542], [0.5222, -0.5070, -1.3072], [-1.1414, 1.6033, 0.4521], [-0.5936, 1.9964, 1.8187], [-1.2123, 0.7640, 1.3772], [1.0002, -2.1715, -0.0220], [2.3783, -1.1160, -0.3955], [-0.9076, -0.6381, -2.8533], [-0.6043, -2.1966, -1.8961], [0.7118, 0.5494, -1.4967], [0.4923, 2.0725, 1.9006], [-1.1628, 2.7453, 2.3730], [-1.5670, -0.2479, 1.5403], [1.1552, -0.5780, 0.7500]], "forces_ev_per_angstrom": [[0.0, 0.0, 0.0], [0.1, 0.0, 0.0], [-0.1, -0.1, -0.1], [-0.1, -0.3, 0.3], [0.2, 0.3, 0.2], [-0.1, 0.2, -0.4], [0.0, 0.2, 0.0], [-0.1, 0.0, 0.0], [0.1, -0.1, 0.1], [0.1, 0.1, 0.0], [0.0, -0.2, 0.0], [-0.2, 0.0, 0.0], [0.1, -0.2, -0.1], [0.1, 0.2, 0.0], [0.0, -0.1, -0.1]], "nbo_charge": [-0.65, -0.41, -0.17, -0.30, -0.33, 0.05, 0.21, 0.22, 0.20, 0.18, 0.20, 0.18, 0.18, 0.21, 0.21], "smiles": "C1=NC1.C=CC", "charge": 0, "de_lowest_kcal_mol": 70.6, "spin_multiplicity": 1, "e_lumo_ev": 1.111}

No. 5
{"formula": "C5H9N", "method": "ωB97M-V with the def2-TZVPD basis set", "elements": ["N", "C", "C", "C", "C", "C", "H", "H", "H", "H", "H", "H", "H", "H", "H"], "xyz": [[-2.0665, 0.4477, -1.0765], [-0.9426, 0.5461, -0.3270], [-0.1530, 1.7124, -0.6055], [2.0001, -1.4492, 1.3699], [1.1200, -0.5445, 0.5175], [-0.2002, -0.5556, 0.2244], [-2.3156, -0.4421, -1.5714], [-2.4671, 1.3825, -1.2372], [-0.2907, 2.3277, -1.5079], [0.8803, 1.8293, -0.0590], [2.7127, -1.9568, 0.7574], [2.6811, -0.8577, 2.0824], [1.3456, -2.1845, 1.8431], [1.6428, 0.0594, -0.2206], [-0.6702, -1.5466, 0.3727]], "forces_ev_per_angstrom": [[-2.0, -0.9, -0.1], [4.8, 3.4, -3.2], [0.9, -1.7, 1.9], [-0.7, 1.1, 0.2], [0.8, 0.1, -1.5], [-0.1, -2.4, 1.7], [0.1, 1.8, 0.8], [-0.1, -1.5, -0.6], [-0.4, -0.2, 0.7], [-2.6, 0.1, -0.9], [0.4, -0.5, -0.7], [-1.5, -0.7, -0.7], [0.4, 0.1, 0.5], [0.5, 0.7, 0.9], [-0.6, 0.8, 0.8]], "nbo_charge": [-0.83, 0.14, -0.52, -0.65, -0.12, -0.27, 0.40, 0.40, 0.20, 0.20, 0.22, 0.23, 0.21, 0.20, 0.19], "smiles": "C=C(N)/C=C/C", "charge": 0, "de_lowest_kcal_mol": 68.1, "spin_multiplicity": 1, "e_lumo_ev": 0.679}

No. 6
{"formula": "C5H9N", "method": "ωB97M-V with the def2-TZVPD basis set", "elements": ["C", "C", "C", "C", "C", "N", "H", "H", "H", "H", "H", "H", "H", "H", "H"], "xyz": [[0.1913, -1.4217, -0.2715], [0.3065, -0.0963, 0.4759], [1.5709, 0.6667, 0.0589], [-0.9392, 0.7749, 0.3556], [-1.8535, 0.6692, -0.6941], [-2.6909, 0.5184, -1.4758], [-0.6973, -1.9804, 0.0377], [1.0671, -2.0488, -0.0739], [0.1293, -1.2656, -1.3543], [0.3816, -0.2941, 1.5487], [1.5630, 0.8786, -1.0152], [2.4569, 0.0577, 0.2764], [1.6682, 1.6152, 0.5984], [-0.8561, 1.7870, 0.7579], [-2.2489, 0.1973, 0.6931]], "forces_ev_per_angstrom": [[-0.1, -0.1, 0.0], [-0.2, -0.2, 0.3], [-0.1, 0.1, 0.0], [-2.5, -1.1, 1.7], [-0.3, 0.4, -2.9], [-0.1, 0.1, -0.6], [0.1, 0.1, 0.0], [-0.1, 0.1, 0.0], [0.0, 0.0, 0.2], [0.2, -0.1, 0.0], [0.0, 0.0, 0.1], [-0.2, 0.1, 0.0], [0.0, -0.1, -0.1], [-0.2, -0.3, 0.1], [3.7, 1.1, 1.4]], "nbo_charge": [-0.61, -0.23, -0.60, -0.40, 0.15, -0.37, 0.22, 0.22, 0.22, 0.21, 0.21, 0.22, 0.21, 0.25, 0.32], "charge": 0, "de_lowest_kcal_mol": 59.3, "spin_multiplicity": 1, "e_lumo_ev": 0.544}

No. 7
{"formula": "C5H9N", "method": "ωB97M-V with the def2-TZVPD basis set", "elements": ["C", "C", "C", "C", "C", "N", "H", "H", "H", "H", "H", "H", "H", "H", "H"], "xyz": [[2.1085, 0.1429, -2.9156], [0.1423, -1.2174, 0.2568], [0.0542, 0.4116, -1.6595], [-1.5335, 0.2935, 1.4385], [-0.2118, -0.4145, 1.4814], [0.9454, 0.4260, -2.4483], [2.1779, -0.6736, -3.4692], [2.8004, 0.8339, -2.7452], [1.1891, -1.5787, 0.2992], [-0.9816, 0.9063, -1.8145], [-2.2452, -0.4542, 1.2335], [-1.6935, 0.9355, 0.6085], [-1.8732, 0.8880, 2.3021], [-0.2528, -0.9979, 2.4180], [0.5647, 0.2156, 1.8751]], "forces_ev_per_angstrom": [[-3.6, 1.3, 1.1], [-0.9, -0.1, 0.4], [-3.8, 0.9, 1.8], [-0.7, 0.5, 0.2], [0.6, 0.2, 0.4], [2.0, -0.8, -0.2], [0.7, -3.4, -2.3], [3.1, 2.6, 0.3], [0.0, 0.6, 0.0], [1.9, -0.8, 0.1], [-1.3, -1.1, 0.1], [0.5, 0.9, -1.0], [0.6, -0.5, 0.1], [0.0, -1.1, -0.6], [0.9, 1.0, -0.4]], "nbo_charge": [-0.23, -0.12, 0.09, -0.60, -0.60, -0.29, 0.19, 0.19, 0.10, 0.20, 0.21, 0.20, 0.21, 0.26, 0.20], "charge": 0, "de_lowest_kcal_mol": 178.2, "spin_multiplicity": 1, "e_lumo_ev": [-0.048, -0.006]}

No. 8
{"formula": "C5H9N", "method": "ωB97M-V with the def2-TZVPD basis set", "elements": ["C", "C", "C", "N", "C", "C", "H", "H", "H", "H", "H", "H", "H", "H", "H"], "xyz": [[-1.1661, 0.8427, 0.4962], [-1.9877, -0.3008, -0.1899], [-0.5432, -0.4760, 0.1243], [0.6135, -0.6524, -0.7318], [1.8494, -0.7552, 0.0627], [1.4572, 0.5277, -0.5682], [-1.0787, 1.6698, -0.2255], [-0.9943, 1.2525, 1.5079], [-2.6442, -1.1188, 0.1463], [-2.3339, 0.0789, -1.1494], [-0.4810, -1.0742, 1.0345], [1.7340, -0.8018, 1.1490], [2.6519, -1.3949, -0.3159], [1.9271, 0.9639, -1.4448], [0.9959, 1.2386, 0.1048]], "forces_ev_per_angstrom": [[0.1, 0.1, 0.0], [-0.1, -0.1, -0.2], [-0.4, 0.1, 0.5], [0.0, 0.4, 0.0], [0.1, 0.1, 0.1], [0.4, 0.1, -0.2], [0.1, -0.6, 0.2], [-1.0, -0.7, -0.3], [0.1, 1.0, 0.6], [0.4, -0.3, -0.1], [0.1, -0.2, -0.2], [0.0, 0.0, -0.3], [-0.4, 0.3, -0.1], [0.1, -0.3, 0.1], [0.5, 0.3, -0.1]], "nbo_charge": [-0.46, -0.41, -0.08, -0.39, -0.26, -0.26, 0.21, 0.22, 0.22, 0.22, 0.19, 0.19, 0.21, 0.20, 0.20], "smiles": "C1CC1N1CC1", "charge": 0, "de_lowest_kcal_mol": 72.2, "spin_multiplicity": 1, "e_lumo_ev": 1.251}

What are the E values for these records? In order: -250.45658; -250.63999; -250.62372; -250.55439; -250.55843; -250.57244; -250.38298; -250.55186 a.u..
What are the maximum force values for these records? In order: 10.729; 1.322; 0.570; 0.459; 6.705; 4.123; 4.236; 1.270 eV/Å.